(1)
C3H7NO2 | ωB97M-V with the def2-TZVPD basis set

**SMILES**: C[C@H](N)C(=O)O
**ΔE to the lowest compared entry with this formula, charge and spin**: 1.766 eV
**Gap between HOMO and LUMO**: 0.3770 Eh
**HOMO energy**: -9.541 eV

The geometry in ORCA input format:
```
! RIJCOSX wB97M-V def2-TZVPD def2/J DEFGRID3
* xyz 0 1
C -0.795 -0.405 -0.153
C 0.237 0.759 -0.051
C -0.627 -1.119 1.156
H 0.579 -1.464 -1.215
H -0.621 -0.580 -2.146
H -1.665 0.233 -0.399
H -0.672 -0.330 1.999
H -1.438 -1.778 1.241
H 0.164 -1.811 1.074
H 1.364 1.613 1.207
N -0.482 -1.192 -1.264
O 0.698 1.331 -1.002
O 0.899 0.800 1.175
*
```

Löwdin atomic charge list, values in e, 4 entries: number 1, C, carries -0.439; number 2, C, carries -0.446; number 3, C, carries -0.060; number 4, H, carries 0.141



(2)
C3H7NO2 | ωB97M-V with the def2-TZVPD basis set

**ΔE to the lowest compared entry with this formula, charge and spin**: 5.393 eV
**Gap between HOMO and LUMO**: 0.3209 Eh
**HOMO energy**: -8.283 eV

The geometry in ORCA input format:
```
! RIJCOSX wB97M-V def2-TZVPD def2/J DEFGRID3
* xyz 0 1
C -0.777 1.146 -0.235
C -0.263 -0.150 0.359
N -0.925 -0.786 1.409
O -0.910 -1.373 -0.152
C 1.240 -0.355 0.227
O 1.736 -0.092 -1.069
H -1.867 1.119 -0.357
H -0.549 1.947 0.481
H -0.282 1.384 -1.183
H -1.817 -1.152 -0.418
H 1.458 -1.377 0.566
H 1.743 0.342 0.906
H 1.397 -0.784 -1.652
*
```

Löwdin atomic charge list, values in e, 4 entries: number 1, C, carries -0.010; number 2, C, carries -0.641; number 3, N, carries 0.149; number 4, O, carries 0.009



(3)
C3H7NO2 | ωB97M-V with the def2-TZVPD basis set

**ΔE to the lowest compared entry with this formula, charge and spin**: 0.699 eV
**Gap between HOMO and LUMO (alpha / beta)**: 0.4395 / 0.2503 Eh
**HOMO energy (alpha / beta)**: -15.517 / -15.502 eV

The geometry in ORCA input format:
```
! RIJCOSX wB97M-V def2-TZVPD def2/J DEFGRID3
* xyz 1 2
C -1.634 1.113 -0.563
N -0.884 0.331 0.365
C 0.350 -0.238 -0.275
C 1.098 -1.166 0.657
O 2.385 -1.323 0.303
O 0.580 -1.669 1.610
H -1.374 2.176 -0.388
H -1.297 0.863 -1.579
H -2.740 0.976 -0.558
H -0.607 0.740 1.264
H 0.235 -0.715 -1.288
H 1.033 0.557 -0.638
H 2.856 -1.645 1.090
*
```

Löwdin atomic charge list, values in e, 4 entries: number 1, C, carries -0.014; number 2, N, carries 0.176; number 3, C, carries -0.038; number 4, C, carries -0.517



(4)
C3H7NO2P | ωB97M-V with the def2-TZVPD basis set

**ΔE to the lowest compared entry with this formula, charge and spin**: 2.526 eV
**Gap between HOMO and LUMO (alpha / beta)**: 0.2632 / 0.2633 Eh
**HOMO energy (alpha / beta)**: -3.060 / -3.064 eV

The geometry in ORCA input format:
```
! RIJCOSX wB97M-V def2-TZVPD def2/J DEFGRID3
* xyz -1 1
C -0.273 -0.418 0.313
C -0.469 0.569 -0.877
C 0.782 0.002 1.245
N 0.664 0.718 -1.799
O 1.805 2.881 -0.722
O 3.226 0.983 -1.734
P 1.987 1.442 -0.977
H -1.289 -0.393 0.768
H -0.069 -1.526 0.037
H -1.401 0.359 -1.432
H -0.855 1.471 -0.341
H 0.466 1.019 1.714
H 1.300 -0.713 1.872
H 0.972 -0.167 -1.966
*
```

Löwdin atomic charge list, values in e, 4 entries: number 1, C, carries -0.408; number 2, C, carries -0.335; number 3, C, carries -0.163; number 4, N, carries -0.137



(5)
C3H7NO2S | ωB97M-V with the def2-TZVPD basis set

**SMILES**: C=NC=O.CSO
**ΔE to the lowest compared entry with this formula, charge and spin**: 3.536 eV
**Gap between HOMO and LUMO**: 0.3198 Eh
**HOMO energy**: -8.446 eV

The geometry in ORCA input format:
```
! RIJCOSX wB97M-V def2-TZVPD def2/J DEFGRID3
* xyz 0 1
C -2.256 -1.013 0.071
C -2.418 1.383 -0.342
C 3.081 -0.048 -0.329
N -2.745 0.208 -0.104
O -1.605 -1.632 0.888
O 0.913 -0.131 1.284
S 1.475 0.636 -0.081
H -2.851 -1.644 -0.650
H -3.176 2.119 -0.311
H -1.373 1.671 -0.695
H 0.455 -1.068 1.213
H 3.180 -1.062 -0.177
H 3.712 0.406 0.488
H 3.608 0.174 -1.255
*
```

Löwdin atomic charge list, values in e, 4 entries: number 1, C, carries -0.387; number 2, C, carries 0.032; number 3, C, carries -0.436; number 4, N, carries 0.061



(6)
C3H7NO2S | ωB97M-V with the def2-TZVPD basis set

**SMILES**: COC(=NS)OC
**ΔE to the lowest compared entry with this formula, charge and spin**: 3.349 eV
**Gap between HOMO and LUMO**: 0.3236 Eh
**HOMO energy**: -8.092 eV

The geometry in ORCA input format:
```
! RIJCOSX wB97M-V def2-TZVPD def2/J DEFGRID3
* xyz 0 1
C -1.331 1.790 -1.245
C -0.168 0.004 -0.158
C -1.261 -2.070 -0.266
H -0.286 2.221 -1.504
H -1.741 2.418 -0.400
H -2.097 1.737 -2.149
H -1.401 -2.189 -1.437
H -1.124 -3.005 0.203
H -2.183 -1.718 0.259
H 1.793 -1.134 1.038
N 0.828 0.831 0.054
O -1.148 0.389 -1.010
O -0.235 -1.223 0.023
S 1.804 0.262 1.345
*
```

Löwdin atomic charge list, values in e, 4 entries: number 1, C, carries -0.077; number 2, C, carries -0.668; number 3, C, carries -0.055; number 4, H, carries 0.103



(7)
C3H7NO2S | ωB97M-V with the def2-TZVPD basis set

**SMILES**: COCONC=S
**ΔE to the lowest compared entry with this formula, charge and spin**: 5.457 eV
**Gap between HOMO and LUMO**: 0.3405 Eh
**HOMO energy**: -8.618 eV

The geometry in ORCA input format:
```
! RIJCOSX wB97M-V def2-TZVPD def2/J DEFGRID3
* xyz 0 1
C -1.736 -0.771 2.050
C 0.306 0.360 1.786
C 0.938 0.068 -1.362
H -1.046 -1.602 2.500
H -2.121 -1.257 0.880
H -2.680 -0.644 2.696
H 0.715 -0.580 1.804
H 0.630 1.038 2.500
H -1.107 0.461 -0.529
H 1.901 0.332 -0.933
N 0.080 0.593 -0.474
O -1.030 0.465 2.067
O 0.468 1.188 0.686
S 0.662 -0.816 -2.654
*
```

Löwdin atomic charge list, values in e, 4 entries: number 1, C, carries -0.126; number 2, C, carries -0.265; number 3, C, carries -0.812; number 4, H, carries 0.100



(8)
C3H7NO2S | ωB97M-V with the def2-TZVPD basis set

**SMILES**: CSNC(=O)CO
**ΔE to the lowest compared entry with this formula, charge and spin**: 1.193 eV
**Gap between HOMO and LUMO**: 0.3697 Eh
**HOMO energy**: -9.520 eV

The geometry in ORCA input format:
```
! RIJCOSX wB97M-V def2-TZVPD def2/J DEFGRID3
* xyz 0 1
C -1.725 1.369 -0.257
C 0.817 -0.709 0.957
C 0.806 -1.480 -0.397
H -2.148 1.878 0.611
H -2.203 1.801 -1.133
H -1.898 0.315 -0.170
H 0.811 1.067 1.822
H -0.267 -1.719 -0.672
H 1.379 -2.400 -0.153
H 1.138 -0.119 -1.760
N 0.573 0.632 0.939
O 1.090 -1.291 2.000
O 1.579 -0.922 -1.434
S 0.049 1.577 -0.351
*
```

Löwdin atomic charge list, values in e, 4 entries: number 1, C, carries -0.376; number 2, C, carries -0.510; number 3, C, carries -0.195; number 4, H, carries 0.039



(9)
C3H7NO2S | ωB97M-V with the def2-TZVPD basis set

**ΔE to the lowest compared entry with this formula, charge and spin**: 5.374 eV
**Gap between HOMO and LUMO**: 0.2181 Eh
**HOMO energy**: -8.430 eV

The geometry in ORCA input format:
```
! RIJCOSX wB97M-V def2-TZVPD def2/J DEFGRID3
* xyz 0 1
O 1.166 0.947 -0.777
C 1.099 -0.048 0.136
O 2.011 -0.454 0.811
C -0.011 -1.238 -0.393
C -0.407 -0.262 0.717
S -1.687 0.813 0.438
N -0.528 -1.019 -1.660
H 0.497 1.616 -0.595
H 0.089 -2.236 -0.002
H -0.438 -0.766 1.676
H 1.489 2.241 1.540
H 1.247 1.840 2.112
H -1.266 -1.675 -1.880
H -0.897 -0.097 -1.759
*
```

Löwdin atomic charge list, values in e, 4 entries: number 1, O, carries 0.066; number 2, C, carries -0.640; number 3, O, carries 0.172; number 4, C, carries -0.211